No. 1
{"formula": "C34H54O27", "method": "ωB97M-V with the def2-TZVPD basis set", "elements": ["C", "C", "C", "O", "C", "O", "O", "H", "H", "H", "H", "H", "H", "C", "C", "C", "O", "C", "O", "O", "H", "H", "H", "H", "H", "H", "C", "C", "C", "O", "C", "O", "O", "H", "H", "H", "H", "H", "H", "C", "C", "C", "O", "C", "O", "O", "H", "H", "H", "H", "H", "H", "C", "C", "C", "O", "C", "O", "O", "H", "H", "H", "H", "H", "H", "C", "C", "C", "O", "C", "O", "O", "H", "H", "H", "H", "H", "H", "C", "C", "C", "O", "C", "O", "O", "H", "H", "H", "H", "H", "H", "C", "O", "C", "O", "O", "C", "H", "H", "H", "H", "H", "H", "C", "O", "C", "O", "O", "C", "H", "H", "H", "H", "H", "H"], "positions_angstrom": [[-2.291, -0.559, 2.215], [-3.310, 0.459, 2.694], [-2.811, 1.963, 2.667], [-3.604, 2.555, 1.677], [-4.561, 1.750, 1.261], [-5.401, 2.041, 0.478], [-4.414, 0.552, 1.730], [-2.654, -1.498, 1.788], [-1.406, -0.833, 2.965], [-1.792, -0.049, 1.340], [-3.814, 0.130, 3.585], [-1.761, 1.963, 2.481], [-3.041, 2.351, 3.612], [3.021, 2.749, -4.033], [1.512, 2.761, -3.816], [0.718, 3.746, -4.593], [-0.354, 3.047, -5.092], [-0.208, 1.760, -4.776], [-0.992, 0.865, -5.068], [0.870, 1.504, -4.030], [3.448, 2.557, -5.050], [3.524, 1.967, -3.445], [3.631, 3.592, -3.718], [1.233, 2.980, -2.787], [1.252, 4.173, -5.403], [0.342, 4.624, -4.106], [-5.324, -0.975, -1.390], [-5.565, -1.869, -0.095], [-6.985, -1.726, 0.434], [-7.235, -2.997, 0.979], [-6.303, -3.939, 0.573], [-6.330, -5.107, 0.727], [-5.496, -3.311, -0.257], [-5.262, 0.144, -1.159], [-6.190, -1.132, -1.969], [-4.475, -1.368, -1.973], [-4.901, -1.525, 0.696], [-7.864, -1.632, -0.181], [-7.105, -0.948, 1.130], [-1.220, -1.214, -1.598], [0.290, -0.734, -1.714], [0.984, -0.524, -0.261], [1.891, -1.573, -0.394], [1.933, -2.192, -1.550], [2.755, -3.055, -1.706], [1.009, -1.749, -2.390], [-1.226, -2.224, -1.205], [-1.691, -1.214, -2.639], [-1.905, -0.661, -0.915], [0.452, 0.273, -2.214], [0.276, -0.662, 0.540], [1.380, 0.448, -0.019], [-4.258, 1.721, -4.040], [-3.193, 2.488, -3.195], [-3.857, 3.325, -2.156], [-2.934, 3.111, -1.039], [-2.110, 2.146, -1.304], [-1.219, 1.644, -0.557], [-2.256, 1.696, -2.569], [-4.807, 2.558, -4.625], [-4.907, 1.084, -3.467], [-3.740, 0.979, -4.599], [-2.594, 3.106, -3.871], [-4.855, 2.953, -1.943], [-3.986, 4.375, -2.340], [1.951, -2.585, 5.614], [2.830, -1.684, 4.692], [2.042, -1.187, 3.438], [1.766, 0.183, 3.776], [2.351, 0.562, 4.869], [2.368, 1.664, 5.370], [2.925, -0.455, 5.457], [1.119, -2.027, 5.864], [2.539, -2.872, 6.426], [1.576, -3.504, 5.143], [3.818, -1.940, 4.367], [1.129, -1.717, 3.237], [2.510, -1.160, 2.375], [4.316, -0.069, -1.872], [5.740, 0.431, -2.240], [6.502, 1.250, -1.185], [7.491, 0.380, -0.632], [7.297, -0.806, -1.120], [7.889, -1.842, -0.734], [6.389, -0.839, -2.073], [3.837, -0.669, -2.651], [3.623, 0.738, -1.676], [4.274, -0.660, -0.979], [5.947, 0.813, -3.217], [5.695, 1.540, -0.486], [6.916, 2.191, -1.511], [0.975, 2.696, 2.228], [2.052, 1.968, 1.590], [3.275, 2.236, 2.063], [3.459, 3.106, 3.111], [4.267, 1.555, 1.538], [5.578, 1.744, 1.983], [0.029, 2.635, 1.739], [1.140, 3.792, 2.226], [0.778, 2.421, 3.263], [6.246, 2.408, 1.461], [6.153, 0.875, 2.059], [5.628, 1.921, 3.068], [-2.664, -4.358, 0.917], [-1.276, -4.747, 0.611], [-0.228, -4.135, 1.178], [-0.328, -2.970, 1.907], [1.035, -4.826, 1.058], [2.215, -4.174, 1.502], [-2.892, -4.358, 1.977], [-3.419, -4.940, 0.366], [-2.830, -3.397, 0.549], [2.148, -4.067, 2.598], [2.435, -3.189, 1.195], [3.074, -4.800, 1.238]], "forces_ev_per_angstrom": [[2.62, 0.53, -0.37], [-0.17, 0.02, -0.87], [-0.77, -2.86, 0.37], [0.66, 1.52, 0.15], [0.40, 0.34, -0.74], [-1.06, 0.65, -0.88], [0.43, -2.31, 1.09], [-0.37, 0.14, 0.56], [-2.19, 0.76, -1.35], [-0.17, -0.58, 0.73], [0.11, 0.25, 0.69], [0.58, 0.43, -0.53], [-0.14, 1.14, 1.31], [1.67, -1.21, -0.38], [1.08, 0.51, 2.09], [0.61, 1.70, -0.97], [-1.39, -1.18, -0.55], [-2.70, -3.81, -0.63], [1.39, 2.20, 0.20], [0.59, 0.82, -1.02], [-1.24, 0.10, 0.33], [-0.70, -0.12, -0.02], [-0.88, 0.80, 0.24], [0.85, -0.03, 0.55], [0.86, 0.13, -1.13], [-0.11, 0.21, 1.09], [0.69, -0.70, 1.44], [-0.77, 1.60, -0.96], [-0.32, -0.90, -0.54], [0.28, -2.28, 2.10], [-2.16, 2.03, -0.85], [-0.01, -0.64, 0.87], [2.50, 1.24, -1.31], [0.15, -1.73, 0.04], [-1.06, -0.01, -1.02], [-0.09, 0.48, 0.38], [0.29, -0.47, -0.01], [0.29, 0.60, -1.53], [0.27, 0.80, 1.39], [0.07, 0.68, -1.29], [-2.27, 3.06, 1.40], [-2.14, -0.79, -2.50], [1.40, 0.52, 2.89], [1.39, -1.59, -0.05], [-0.65, 0.16, -0.87], [0.23, 0.30, 0.15], [0.21, -0.45, -0.12], [0.65, -0.08, 1.37], [0.98, 0.10, -0.58], [-0.73, -1.68, 0.07], [-0.31, -0.86, 0.29], [0.91, 0.24, -0.72], [0.67, 1.82, 0.16], [-1.62, 0.69, -3.40], [0.12, -0.59, 1.12], [-1.01, 1.18, 0.74], [3.78, -2.85, 1.34], [-3.15, 2.21, -1.90], [0.52, -0.97, 1.78], [0.72, -1.87, 0.65], [-0.70, 0.39, 0.78], [0.50, -0.03, -1.40], [-0.36, 0.10, -0.26], [0.09, -0.28, 0.69], [0.53, 0.50, -0.16], [1.85, -1.12, -2.97], [-2.20, 0.88, -0.23], [0.78, 0.47, -1.54], [-1.46, -0.03, -2.18], [0.49, 2.27, 2.35], [-0.59, -0.98, -1.00], [1.73, -1.72, 0.66], [-1.64, 1.27, 0.82], [0.67, -0.31, 1.63], [0.31, 0.21, -0.22], [0.53, -0.81, 0.48], [-0.66, -0.20, 0.38], [0.05, -0.16, 2.03], [-0.77, 1.77, -0.89], [-0.20, -2.01, 1.60], [-2.06, 0.82, 0.51], [-0.43, 2.28, 0.59], [2.32, -5.97, 0.92], [-1.71, 3.55, -1.09], [0.89, -0.44, -1.29], [0.55, 0.05, -0.17], [-0.23, 0.59, 0.00], [0.67, -0.33, 0.52], [-0.44, -0.01, -0.82], [0.86, -0.31, 0.42], [0.59, -0.05, -0.40], [0.13, 1.85, 0.99], [0.73, 0.10, -0.18], [0.27, 5.57, 7.26], [-0.90, -4.80, -6.39], [-1.09, -0.71, -1.56], [1.02, 0.74, 2.92], [-0.17, -1.04, -1.32], [0.60, -0.68, 0.04], [0.74, -0.32, -0.02], [-0.66, 0.87, -0.47], [0.16, -2.36, -1.10], [-0.62, 1.09, -0.34], [0.28, -0.42, 0.12], [1.44, -0.21, 0.61], [1.09, 4.69, 3.96], [0.56, -6.55, -4.25], [-4.39, 1.44, -1.06], [0.39, -0.57, 2.11], [0.40, -0.27, 0.17], [1.05, -0.61, 0.16], [0.09, 1.85, -0.48], [0.14, -0.40, -0.13], [-0.47, 1.01, -1.23], [-0.53, -0.10, -0.02]], "lowdin_charge": [-0.022, -0.220, -0.053, 0.095, -0.647, 0.148, 0.077, 0.053, 0.132, 0.070, 0.143, 0.097, 0.118, -0.004, -0.294, -0.130, 0.095, -0.548, 0.131, 0.092, 0.109, 0.050, 0.087, 0.157, 0.126, 0.139, 0.011, -0.243, -0.113, 0.049, -0.571, 0.181, 0.077, 0.092, 0.056, 0.081, 0.119, 0.136, 0.118, -0.004, -0.234, -0.072, 0.024, -0.630, 0.150, 0.117, 0.065, 0.104, 0.060, 0.136, 0.098, 0.100, 0.015, -0.355, -0.033, 0.106, -0.502, 0.074, 0.086, 0.133, 0.055, 0.064, 0.145, 0.123, 0.138, 0.014, -0.213, -0.061, 0.052, -0.639, 0.139, 0.082, 0.068, 0.064, 0.089, 0.144, 0.083, 0.155, -0.006, -0.227, -0.077, 0.112, -0.583, 0.092, 0.076, 0.101, 0.067, 0.091, 0.142, 0.103, 0.133, -0.027, -0.016, -0.447, -0.018, 0.014, -0.065, 0.052, 0.113, 0.090, 0.099, 0.079, 0.114, 0.008, 0.010, -0.316, -0.057, -0.021, -0.064, 0.108, 0.103, 0.038, 0.086, 0.047, 0.113], "charge": 0, "gap_ev": 10.05, "smiles": "C[C@H]1COC(=O)O1.C[C@H]1COC(=O)O1.C[C@H]1COC(=O)O1.C[C@H]1COC(=O)O1.C[C@H]1COC(=O)O1.C[C@H]1COC(=O)O1.C[C@H]1COC(=O)O1.COC(=O)OC.COC(=O)OC", "total_energy_ev": -91411.207}

No. 2
{"formula": "C34H55CaN4OP2S", "method": "ωB97M-V with the def2-TZVPD basis set", "elements": ["C", "C", "C", "C", "C", "H", "H", "H", "N", "P", "P", "C", "H", "H", "C", "H", "C", "C", "C", "C", "C", "H", "H", "H", "C", "H", "H", "H", "C", "H", "H", "H", "C", "H", "H", "H", "C", "H", "H", "H", "C", "H", "H", "H", "C", "H", "H", "H", "C", "H", "H", "H", "C", "H", "H", "H", "C", "H", "H", "H", "C", "H", "H", "H", "C", "H", "H", "H", "Ca", "C", "O", "N", "C", "C", "C", "C", "C", "H", "C", "H", "C", "H", "H", "H", "C", "N", "C", "S", "N", "C", "H", "H", "H", "H", "H", "H", "H", "H"], "positions_angstrom": [[2.332, 0.174, 1.714], [0.875, 2.000, 2.029], [3.273, 0.721, 2.588], [1.717, 2.482, 3.064], [2.932, 1.872, 3.308], [4.232, 0.215, 2.710], [1.390, 3.373, 3.601], [3.622, 2.273, 4.049], [1.180, 0.800, 1.407], [1.172, -2.330, 0.962], [-1.081, 2.635, 0.085], [2.631, -1.187, 1.045], [2.998, -1.002, 0.022], [3.459, -1.683, 1.574], [-0.262, 2.771, 1.632], [-0.623, 3.496, 2.367], [-0.222, 3.858, -1.124], [-2.899, 3.061, 0.444], [1.613, -3.618, -0.389], [1.173, -3.045, 2.715], [-0.533, 3.371, -2.554], [-1.611, 3.359, -2.766], [-0.051, 4.054, -3.267], [-0.136, 2.361, -2.726], [-0.720, 5.289, -0.912], [-1.781, 5.419, -1.163], [-0.537, 5.635, 0.114], [-0.153, 5.950, -1.585], [1.294, 3.821, -0.883], [1.786, 4.440, -1.647], [1.552, 4.226, 0.103], [1.699, 2.807, -0.966], [-3.670, 3.117, -0.892], [-3.511, 2.209, -1.496], [-4.746, 3.189, -0.670], [-3.404, 3.995, -1.498], [-3.468, 1.931, 1.322], [-3.372, 0.944, 0.853], [-2.976, 1.893, 2.301], [-4.541, 2.119, 1.482], [-3.035, 4.376, 1.214], [-2.638, 5.239, 0.674], [-4.107, 4.558, 1.380], [-2.549, 4.323, 2.194], [0.042, -4.089, 2.801], [-0.032, -4.442, 3.841], [-0.936, -3.665, 2.531], [0.230, -4.969, 2.170], [0.889, -1.895, 3.702], [1.748, -1.217, 3.782], [0.007, -1.310, 3.422], [0.708, -2.331, 4.697], [2.507, -3.666, 3.137], [2.388, -4.048, 4.161], [2.817, -4.507, 2.515], [3.317, -2.927, 3.157], [2.145, -2.905, -1.647], [3.103, -2.401, -1.462], [2.325, -3.672, -2.418], [1.436, -2.176, -2.063], [0.312, -4.366, -0.747], [-0.481, -3.678, -1.080], [0.524, -5.059, -1.575], [-0.077, -4.958, 0.094], [2.690, -4.605, 0.069], [3.592, -4.090, 0.425], [2.331, -5.306, 0.834], [2.989, -5.210, -0.802], [-0.375, -0.172, -0.253], [-1.705, -1.072, 1.760], [-2.449, -1.328, 2.606], [1.227, 0.335, -1.843], [2.177, 0.686, -2.445], [3.286, 1.040, -3.249], [3.442, 0.432, -4.510], [4.230, 1.995, -2.813], [4.496, 0.809, -5.341], [2.730, -0.334, -4.823], [5.274, 2.372, -3.657], [4.135, 2.425, -1.812], [5.411, 1.780, -4.918], [4.599, 0.343, -6.321], [5.985, 3.132, -3.328], [6.235, 2.072, -5.570], [-5.110, -3.934, -0.035], [-4.033, -2.941, 0.000], [-4.015, -1.862, -0.814], [-2.557, -1.279, -1.531], [-5.197, -1.287, -1.138], [-6.349, -1.227, -0.228], [-5.836, -3.701, -0.818], [-5.608, -3.959, 0.937], [-4.688, -4.923, -0.237], [-3.108, -3.302, 0.226], [-5.079, -0.492, -1.767], [-6.083, -0.923, 0.793], [-7.050, -0.491, -0.632], [-6.861, -2.193, -0.199]], "forces_ev_per_angstrom": [[0.68, 0.22, 0.19], [-1.31, 0.37, -0.82], [-0.08, -1.07, -0.63], [0.86, -0.22, 0.57], [-0.83, 0.61, -0.03], [-0.29, 0.15, 0.15], [0.25, -0.23, -0.13], [-0.18, -0.03, -0.14], [0.05, -0.27, -0.03], [0.32, 0.14, -0.29], [0.44, -0.79, 0.04], [0.32, 0.46, -0.02], [-0.26, -0.05, 0.29], [-0.20, 0.27, -0.17], [0.28, -0.52, 0.79], [0.44, 0.07, -0.34], [-0.87, -0.14, 0.23], [0.70, 0.13, -0.42], [0.04, 0.09, 0.71], [-0.05, -0.20, -0.30], [0.10, 0.24, 0.07], [0.29, 0.01, 0.05], [-0.12, -0.14, 0.00], [-0.13, 0.26, 0.06], [0.32, 0.27, -0.41], [0.29, -0.08, 0.08], [-0.08, -0.13, -0.20], [-0.11, 0.00, 0.13], [-0.15, 0.06, 0.03], [-0.11, -0.08, 0.09], [-0.06, -0.18, -0.18], [-0.08, 0.11, 0.15], [-0.16, 0.03, 0.18], [0.04, 0.22, 0.18], [0.16, 0.03, -0.09], [-0.04, -0.30, 0.20], [0.01, 0.09, -0.03], [0.01, 0.12, -0.10], [-0.05, 0.04, -0.22], [0.18, -0.03, 0.00], [-0.46, 0.15, 0.02], [-0.13, -0.27, 0.16], [0.16, 0.05, 0.09], [-0.09, -0.01, -0.18], [0.11, -0.10, 0.20], [-0.01, 0.06, -0.25], [0.23, -0.08, 0.01], [-0.01, 0.26, 0.17], [-0.07, 0.00, -0.07], [-0.27, -0.11, -0.03], [0.27, -0.05, 0.16], [0.03, 0.10, -0.24], [0.03, -0.31, 0.22], [0.09, 0.12, -0.17], [-0.08, 0.22, 0.23], [-0.17, -0.15, 0.03], [-0.06, -0.02, 0.03], [-0.27, -0.14, -0.07], [-0.10, 0.22, 0.19], [0.14, -0.17, 0.13], [0.07, -0.02, -0.12], [0.25, -0.13, 0.08], [-0.10, 0.11, 0.20], [0.15, 0.17, -0.23], [0.12, -0.36, -0.40], [-0.24, -0.15, -0.01], [0.08, 0.25, -0.21], [-0.03, 0.06, 0.21], [-0.11, 0.63, 0.72], [-2.99, -0.43, 3.00], [2.43, 0.62, -2.69], [3.30, 1.12, -2.21], [-2.97, -1.32, 1.75], [1.20, 0.44, -0.65], [-0.09, 0.05, 0.01], [-0.21, -0.06, 0.03], [-0.03, 0.03, 0.23], [0.20, 0.28, 0.03], [-0.11, -0.16, 0.03], [0.00, -0.05, -0.41], [-0.29, -0.07, 0.19], [-0.01, 0.13, 0.31], [-0.21, -0.29, -0.08], [-0.25, -0.06, 0.18], [-0.12, -0.20, 0.40], [0.40, 0.34, -0.65], [-0.04, -0.11, -0.15], [-0.80, -0.34, 0.09], [0.75, 0.41, 0.26], [-0.40, -0.08, -0.22], [0.35, -0.12, 0.13], [-0.13, -0.10, -0.17], [-0.01, 0.22, 0.02], [-0.38, 0.19, -0.21], [-0.07, -0.42, 0.31], [0.17, -0.12, -0.28], [0.18, -0.16, 0.08], [-0.02, 0.39, 0.13]], "lowdin_charge": [-0.378, -0.377, -0.085, -0.048, -0.073, 0.104, 0.111, 0.109, -0.018, 1.056, 0.975, -0.273, 0.063, 0.075, -0.316, 0.050, -0.684, -0.695, -0.689, -0.682, -0.109, 0.064, 0.086, 0.042, -0.105, 0.064, 0.087, 0.087, -0.101, 0.089, 0.084, 0.039, -0.103, 0.065, 0.083, 0.068, -0.119, 0.034, 0.079, 0.088, -0.096, 0.056, 0.090, 0.074, -0.092, 0.094, 0.059, 0.067, -0.081, 0.079, 0.042, 0.100, -0.087, 0.098, 0.053, 0.078, -0.109, 0.076, 0.095, 0.053, -0.105, 0.044, 0.093, 0.064, -0.100, 0.088, 0.073, 0.092, 0.803, -0.077, 0.089, 0.087, -0.109, -0.212, -0.015, -0.010, -0.056, 0.125, -0.053, 0.123, -0.048, 0.116, 0.117, 0.117, -0.058, -0.022, -0.799, 0.552, -0.031, -0.055, 0.084, 0.094, 0.097, 0.114, 0.120, 0.100, 0.098, 0.066], "charge": 1, "gap_ev": 5.31, "total_energy_ev": -92007.407}

HOMO energy, respectively: -10.11; -7.96 eV.